Entry 1:
{
  "formula": "C58H56CrFN4O3P2S",
  "method": "the ωB97M-V functional and the def2-TZVPD basis",
  "species": ["Cr", "C", "C", "C", "C", "C", "C", "C", "C", "S", "C", "N", "C", "C", "C", "C", "C", "C", "C", "C", "H", "H", "H", "H", "H", "H", "H", "H", "H", "H", "H", "H", "H", "H", "H", "H", "C", "C", "N", "C", "C", "C", "O", "O", "C", "O", "C", "C", "C", "F", "C", "C", "C", "N", "C", "C", "N", "C", "C", "H", "H", "H", "H", "H", "H", "H", "H", "H", "H", "H", "H", "H", "H", "H", "H", "H", "H", "C", "P", "C", "C", "C", "C", "C", "C", "C", "C", "C", "C", "C", "C", "P", "C", "C", "C", "C", "C", "C", "C", "C", "C", "C", "C", "C", "H", "H", "H", "H", "H", "H", "H", "H", "H", "H", "H", "H", "H", "H", "H", "H", "H", "H", "H", "H", "H", "H"],
  "coordinates": [[-0.89, -2.68, -0.29], [2.83, 2.21, 3.15], [1.32, 2.04, 2.90], [1.01, 2.43, 1.45], [0.54, 2.99, 3.82], [0.92, 0.59, 3.20], [1.00, 0.15, 4.54], [0.56, -1.10, 4.93], [0.03, -1.94, 3.96], [-0.76, -3.47, 4.16], [-1.08, -3.51, 2.47], [-0.59, -2.50, 1.79], [0.00, -1.56, 2.61], [0.45, -0.29, 2.23], [-1.86, -4.49, 1.75], [-2.50, -5.58, 2.33], [-3.28, -6.39, 1.53], [-3.41, -6.11, 0.17], [-2.75, -5.04, -0.40], [-1.96, -4.20, 0.39], [3.13, 3.24, 2.96], [3.41, 1.56, 2.50], [3.09, 1.97, 4.18], [1.31, 3.47, 1.29], [-0.05, 2.35, 1.23], [1.57, 1.81, 0.75], [0.81, 4.02, 3.59], [0.76, 2.81, 4.87], [-0.54, 2.87, 3.67], [1.40, 0.81, 5.29], [0.61, -1.39, 5.97], [0.40, -0.01, 1.19], [-2.41, -5.79, 3.39], [-3.80, -7.24, 1.96], [-4.03, -6.75, -0.45], [-2.84, -4.85, -1.46], [-3.38, 3.40, -4.23], [-4.32, 2.36, -3.66], [-3.66, 1.50, -2.66], [-3.19, 0.30, -3.04], [-2.52, -0.57, -2.23], [-2.11, -1.88, -2.85], [-2.42, -2.12, -3.99], [-1.41, -2.68, -2.09], [-2.30, -0.22, -0.88], [-1.74, -0.95, -0.01], [-2.81, 1.08, -0.45], [-2.64, 1.46, 0.88], [-3.14, 2.67, 1.29], [-3.02, 3.02, 2.59], [-3.78, 3.55, 0.41], [-3.94, 3.17, -0.90], [-3.48, 1.92, -1.35], [-4.29, 4.82, 0.83], [-5.71, 4.87, 1.09], [-6.20, 6.30, 1.00], [-5.40, 7.16, 1.95], [-3.92, 7.04, 1.70], [-3.53, 5.58, 1.81], [-3.91, 4.01, -4.96], [-2.54, 2.92, -4.74], [-2.98, 4.06, -3.46], [-4.68, 1.69, -4.44], [-5.21, 2.80, -3.20], [-3.37, 0.01, -4.07], [-2.15, 0.80, 1.58], [-4.42, 3.86, -1.58], [-5.96, 4.46, 2.08], [-6.25, 4.28, 0.35], [-7.25, 6.40, 1.26], [-6.03, 6.71, 0.00], [-5.60, 6.87, 2.91], [-5.70, 8.13, 1.87], [-3.41, 7.65, 2.45], [-3.74, 7.44, 0.71], [-3.70, 5.23, 2.84], [-2.46, 5.49, 1.61], [3.09, -2.08, 0.10], [1.52, -2.40, -0.77], [1.16, -4.16, -0.47], [0.56, -4.94, -1.46], [0.20, -6.26, -1.20], [0.42, -6.80, 0.06], [0.99, -6.03, 1.06], [1.35, -4.72, 0.81], [1.89, -2.39, -2.54], [2.77, -3.32, -3.09], [3.04, -3.31, -4.44], [2.45, -2.36, -5.26], [1.59, -1.42, -4.72], [1.31, -1.43, -3.36], [3.49, -0.27, 0.20], [5.19, -0.34, 0.86], [5.67, -1.39, 1.63], [6.95, -1.34, 2.18], [7.75, -0.23, 1.97], [7.27, 0.83, 1.21], [6.00, 0.78, 0.66], [3.83, 0.16, -1.54], [4.76, -0.53, -2.32], [4.98, -0.16, -3.64], [4.29, 0.92, -4.18], [3.37, 1.62, -3.41], [3.14, 1.23, -2.10], [3.88, -2.67, -0.38], [2.97, -2.44, 1.12], [0.39, -4.53, -2.44], [-0.25, -6.85, -1.98], [0.14, -7.83, 0.26], [1.15, -6.45, 2.04], [1.79, -4.13, 1.60], [3.23, -4.07, -2.45], [3.72, -4.05, -4.86], [2.65, -2.36, -6.33], [1.12, -0.68, -5.36], [0.64, -0.69, -2.94], [5.07, -2.28, 1.82], [7.32, -2.17, 2.77], [8.75, -0.19, 2.39], [7.89, 1.70, 1.03], [5.64, 1.61, 0.07], [5.32, -1.35, -1.89], [5.70, -0.70, -4.24], [4.47, 1.21, -5.21], [2.84, 2.46, -3.83], [2.43, 1.79, -1.49]],
  "lowdin_spin": [1.0142, 0.0000, 0.0000, 0.0000, 0.0000, 0.0002, 0.0000, 0.0001, -0.0003, 0.0012, 0.0022, -0.0037, -0.0006, -0.0003, -0.0012, -0.0008, 0.0009, -0.0021, -0.0048, -0.0336, 0.0000, 0.0000, 0.0000, 0.0000, 0.0000, 0.0000, 0.0000, 0.0000, 0.0000, 0.0000, 0.0000, -0.0003, -0.0001, 0.0000, -0.0004, -0.0006, 0.0000, 0.0000, -0.0004, 0.0001, 0.0009, 0.0030, -0.0023, 0.0238, 0.0004, 0.0098, -0.0004, 0.0001, 0.0000, 0.0000, -0.0001, 0.0000, -0.0002, 0.0000, 0.0000, 0.0000, 0.0000, 0.0000, 0.0000, 0.0000, 0.0000, 0.0000, 0.0000, 0.0000, 0.0000, 0.0001, 0.0000, 0.0000, 0.0000, 0.0000, 0.0000, 0.0000, 0.0000, 0.0000, 0.0000, 0.0000, 0.0000, -0.0022, -0.0102, -0.0014, 0.0017, 0.0006, 0.0043, -0.0006, 0.0065, -0.0025, -0.0006, -0.0001, 0.0000, 0.0000, -0.0002, -0.0001, 0.0000, 0.0000, 0.0000, 0.0000, 0.0000, 0.0000, 0.0000, 0.0000, 0.0000, 0.0000, 0.0000, 0.0000, -0.0003, 0.0000, 0.0001, 0.0000, 0.0002, -0.0002, 0.0003, 0.0000, 0.0000, 0.0000, 0.0000, -0.0001, 0.0000, 0.0000, 0.0000, 0.0000, 0.0000, 0.0000, 0.0000, 0.0000, 0.0000, 0.0000],
  "energy_ev": -133699.697,
  "homo_lumo_gap_ha": [0.248, 0.249],
  "charge": 2,
  "spin_multiplicity": 2,
  "lumo_ev": [-4.896, -4.869],
  "molar_mass_da": 1022.12
}

---

Entry 2:
{
  "formula": "CH23O10",
  "method": "the ωB97M-V functional and the def2-TZVPD basis",
  "species": ["O", "H", "H", "H", "O", "H", "H", "H", "C", "O", "H", "H", "H", "O", "H", "H", "O", "H", "H", "O", "H", "H", "O", "H", "H", "O", "H", "H", "O", "H", "H", "O", "H", "H"],
  "coordinates": [[-31.67, 18.41, 2.96], [-30.97, 18.20, 2.34], [-31.24, 19.02, 3.57], [-32.01, 17.64, 3.42], [-28.18, 18.69, 3.98], [-27.51, 19.29, 3.65], [-28.86, 19.20, 4.41], [-28.54, 18.13, 3.28], [-28.99, 18.03, 0.58], [-29.22, 17.56, 1.88], [-29.88, 18.07, -0.06], [-28.37, 18.92, 0.63], [-28.34, 17.34, 0.03], [-30.57, 14.95, 1.69], [-30.07, 15.76, 1.74], [-30.13, 14.45, 1.00], [-30.95, 15.39, -1.31], [-30.16, 15.87, -1.58], [-30.70, 14.47, -1.38], [-32.22, 19.98, -0.35], [-31.97, 19.06, -0.28], [-32.91, 20.00, -1.01], [-29.58, 19.32, -2.74], [-29.75, 19.03, -1.85], [-28.73, 19.74, -2.70], [-32.24, 17.35, 0.04], [-32.85, 16.90, 0.63], [-31.65, 16.67, -0.26], [-28.19, 15.33, 3.80], [-28.75, 15.60, 4.53], [-28.41, 15.93, 3.09], [-25.93, 18.75, -1.09], [-25.32, 18.03, -0.93], [-26.03, 18.78, -2.04]],
  "nbo_charge": [-0.7405, 0.5768, 0.5306, 0.5647, -0.7532, 0.5634, 0.5303, 0.5581, -0.2516, -1.0551, 0.1480, 0.1684, 0.1659, -0.9655, 0.4798, 0.4721, -0.9488, 0.4804, 0.4908, -0.9776, 0.4817, 0.4772, -0.9254, 0.4591, 0.4672, -0.9864, 0.4815, 0.5086, -0.9251, 0.4520, 0.4715, -0.9484, 0.4746, 0.4749],
  "energy_ev": -21874.693,
  "homo_lumo_gap_ha": 0.285,
  "charge": 1,
  "de_lowest_kj_mol": 50.8,
  "lumo_ev": -5.218,
  "molar_mass_da": 195.19
}

---

Entry 3:
{
  "formula": "H4N3P",
  "method": "the ωB97M-V functional and the def2-TZVPD basis",
  "species": ["N", "N", "N", "P", "H", "H", "H", "H"],
  "coordinates": [[3.26, -0.16, -0.50], [2.90, 0.74, 0.59], [2.15, -0.34, 0.08], [0.70, -0.99, 0.31], [-1.87, 0.08, 0.18], [2.56, 1.64, 0.22], [0.90, -1.93, -0.71], [-2.55, -0.20, 0.45]],
  "nbo_charge": [-0.1062, -0.3254, -0.2582, 0.4276, -0.0115, 0.3170, -0.0474, 0.0042],
  "energy_ev": -13817.735,
  "homo_lumo_gap_ha": [0.299, 0.299],
  "charge": 0,
  "de_lowest_kj_mol": 434.4,
  "lumo_ev": [-0.322, -0.311],
  "molar_mass_da": 77.03
}

---

Entry 4:
{
  "formula": "C10H16O",
  "method": "the ωB97M-V functional and the def2-TZVPD basis",
  "species": ["C", "C", "C", "C", "C", "O", "C", "C", "H", "H", "H", "H", "H", "H", "H", "H", "C", "C", "C", "H", "H", "H", "H", "H", "H", "H", "H"],
  "coordinates": [[-3.33, -0.82, -0.36], [-2.14, -0.06, -0.90], [-1.88, 1.22, -0.44], [-0.75, 1.94, -0.82], [0.11, 1.31, -1.70], [1.12, 2.00, -2.36], [0.00, -0.04, -2.00], [-1.15, -0.72, -1.65], [-4.14, -0.14, -0.14], [-3.12, -1.41, 0.53], [-3.69, -1.52, -1.13], [-2.59, 1.66, 0.24], [-0.52, 2.92, -0.43], [1.67, 2.49, -1.73], [0.89, -0.47, -2.45], [-1.27, -1.77, -1.87], [2.36, -1.69, 1.99], [1.56, -0.79, 1.03], [1.62, 0.67, 1.52], [1.79, -1.97, 2.88], [2.61, -2.65, 1.51], [3.31, -1.22, 2.25], [0.51, -1.08, 1.00], [2.02, -0.93, 0.06], [0.77, 1.31, 1.28], [2.53, 1.12, 1.11], [1.70, 0.65, 2.61]],
  "nbo_charge": [-0.6248, -0.0431, -0.1917, -0.2745, 0.2898, -0.6961, -0.2550, -0.1944, 0.2139, 0.2175, 0.2143, 0.2069, 0.2190, 0.4779, 0.2280, 0.2128, -0.6056, -0.4004, -0.6123, 0.2028, 0.2043, 0.2004, 0.2025, 0.1965, 0.2132, 0.1961, 0.2018],
  "energy_ev": -12676.631,
  "homo_lumo_gap_ha": 0.347,
  "charge": 0,
  "smiles": "Cc1ccc(O)cc1.CCC",
  "de_lowest_kj_mol": 105.6,
  "lumo_ev": 0.832,
  "molar_mass_da": 152.24
}

---

Entry 5:
{
  "formula": "C20H18BCl4O5",
  "method": "the ωB97M-V functional and the def2-TZVPD basis",
  "species": ["Cl", "B", "Cl", "Cl", "O", "C", "C", "C", "C", "C", "Cl", "C", "C", "H", "H", "H", "H", "H", "C", "C", "C", "O", "C", "O", "C", "C", "C", "C", "C", "C", "C", "C", "C", "O", "O", "H", "H", "H", "H", "H", "H", "H", "H", "H", "H", "H", "H", "H"],
  "coordinates": [[1.90, 0.16, -4.77], [1.60, 1.49, -3.54], [3.10, 2.60, -3.34], [0.11, 2.51, -4.00], [1.36, 0.85, -2.20], [1.60, 1.32, -1.03], [2.91, 1.38, -0.44], [3.14, 2.41, 0.50], [4.41, 2.62, 1.01], [5.45, 1.73, 0.69], [6.99, 1.91, 1.41], [5.23, 0.68, -0.22], [3.98, 0.51, -0.80], [0.81, 1.85, -0.50], [2.30, 3.02, 0.80], [4.62, 3.46, 1.67], [6.04, 0.00, -0.47], [3.78, -0.27, -1.53], [-1.46, -1.73, 2.61], [-1.09, -3.02, 1.88], [-0.56, -4.02, 2.90], [-2.22, -3.57, 1.18], [-2.61, -2.86, 0.06], [-3.68, -3.10, -0.44], [-1.66, -1.89, -0.44], [-2.06, -0.97, -1.51], [-2.61, 0.33, -0.95], [-1.79, 1.44, -0.91], [-2.23, 2.63, -0.34], [-3.54, 2.71, 0.17], [-4.38, 1.58, 0.12], [-3.88, 0.36, -0.37], [-0.27, -2.06, -0.14], [0.67, -1.59, -0.77], [0.00, -2.84, 0.95], [-1.84, -0.95, 1.93], [-2.23, -1.97, 3.35], [-0.58, -1.36, 3.14], [-0.28, -4.95, 2.41], [0.33, -3.58, 3.35], [-1.30, -4.20, 3.68], [-1.15, -0.75, -2.08], [-2.82, -1.47, -2.12], [-0.80, 1.36, -1.38], [-1.56, 3.49, -0.30], [-3.89, 3.64, 0.62], [-5.41, 1.65, 0.47], [-4.47, -0.55, -0.33]],
  "nbo_charge": [-0.2218, 0.3910, -0.2806, -0.2477, -0.5842, 0.5991, -0.2173, -0.0540, -0.2737, 0.0067, 0.0387, -0.2379, -0.0754, 0.1825, 0.2186, 0.2324, 0.2352, 0.2605, -0.6719, 0.5332, -0.6201, -0.5458, 0.7603, -0.6817, -0.4979, -0.4549, 0.1293, -0.2642, -0.2127, -0.2553, -0.2167, -0.2444, 0.7543, -0.7173, -0.5537, 0.2483, 0.2099, 0.2050, 0.2229, 0.2116, 0.2056, 0.2297, 0.2246, 0.1988, 0.1953, 0.1988, 0.2014, 0.2355],
  "energy_ev": -82041.474,
  "homo_lumo_gap_ha": 0.148,
  "charge": -1,
  "de_lowest_kj_mol": 0.0,
  "lumo_ev": 0.138,
  "molar_mass_da": 490.98
}

---

Entry 6:
{
  "formula": "C2H3NOPS",
  "method": "the ωB97M-V functional and the def2-TZVPD basis",
  "species": ["C", "C", "N", "O", "P", "S", "H", "H", "H"],
  "coordinates": [[0.12, 1.04, -1.16], [-0.07, 0.06, -0.17], [1.90, 2.69, 0.16], [2.09, 3.44, -0.74], [2.21, 4.29, -1.96], [0.15, 1.93, -2.39], [-1.12, 0.05, 0.12], [0.55, 0.23, 0.72], [0.17, -0.93, -0.59]],
  "nbo_charge": [0.0373, -0.7955, -0.0078, -0.4133, 0.6665, 0.5615, 0.3174, 0.3168, 0.3171],
  "energy_ev": -25769.876,
  "homo_lumo_gap_ha": [0.269, 0.269],
  "charge": 1,
  "de_lowest_kj_mol": 473.9,
  "lumo_ev": [-5.697, -5.693],
  "molar_mass_da": 120.09
}

---

Entry 7:
{
  "formula": "C2H4NOP",
  "method": "the ωB97M-V functional and the def2-TZVPD basis",
  "species": ["C", "C", "N", "O", "P", "H", "H", "H", "H"],
  "coordinates": [[1.23, -0.52, -0.33], [0.74, -1.72, -0.12], [1.51, 0.67, -0.12], [-2.80, 1.74, 0.58], [-1.68, 0.73, -0.06], [1.34, -2.23, 0.66], [0.12, -2.21, -0.91], [2.22, 0.98, -0.66], [-2.65, 2.57, 0.96]],
  "lowdin_spin": [0.0211, 0.0119, 0.0348, 0.3935, 1.5258, 0.0000, 0.0005, 0.0004, 0.0120],
  "energy_ev": -14961.404,
  "homo_lumo_gap_ha": [0.308, 0.347],
  "charge": 0,
  "spin_multiplicity": 3,
  "de_lowest_kj_mol": 0.0,
  "lumo_ev": [0.891, 0.015],
  "molar_mass_da": 89.03
}

---

Entry 8:
{
  "formula": "C10H13ClMnO3S",
  "method": "the ωB97M-V functional and the def2-TZVPD basis",
  "species": ["Cl", "C", "C", "C", "H", "C", "C", "H", "H", "H", "C", "Mn", "C", "C", "O", "O", "H", "H", "H", "C", "S", "C", "O", "H", "H", "H", "H", "H", "H"],
  "coordinates": [[1.42, 1.69, 0.09], [0.17, -0.50, -3.06], [-0.44, -1.17, -1.92], [0.59, -1.37, -0.92], [-1.46, -1.57, -1.88], [1.83, -0.83, -1.43], [1.54, -0.22, -2.72], [2.30, 0.26, -3.33], [-0.31, -0.30, -4.01], [0.52, -1.92, 0.01], [3.16, -1.01, -0.77], [0.26, 0.67, -1.34], [-1.55, 0.58, -0.65], [-0.44, 2.30, -1.94], [-2.63, 1.00, -0.52], [-1.11, 3.24, -2.04], [3.03, -1.09, 0.31], [3.81, -0.15, -0.99], [3.65, -1.92, -1.14], [-2.84, 0.42, 2.66], [-1.17, 0.84, 2.10], [-0.14, 0.17, 3.38], [-0.95, -0.26, 1.00], [-3.01, 0.82, 3.67], [-2.94, -0.67, 2.63], [-3.54, 0.89, 1.96], [-0.24, -0.92, 3.35], [0.88, 0.46, 3.12], [-0.40, 0.58, 4.36]],
  "lowdin_spin": [0.2537, -0.0460, -0.0583, -0.0329, -0.0003, -0.0455, -0.0065, 0.0046, 0.0012, 0.0008, -0.0075, 2.8194, -0.0114, 0.0132, -0.0047, 0.0384, 0.0000, -0.0006, -0.0048, 0.0031, 0.0066, 0.0024, 0.0740, 0.0004, -0.0001, 0.0000, -0.0001, 0.0007, 0.0003],
  "energy_ev": -71381.792,
  "homo_lumo_gap_ha": [0.293, 0.265],
  "charge": 2,
  "spin_multiplicity": 4,
  "de_lowest_kj_mol": 0.0,
  "lumo_ev": [-9.208, -10.102],
  "molar_mass_da": 303.67
}